C37H40AsGdNOP2 | ωB97M-V/def2-TZVPD

Geometry as ORCA input:
```
! wB97M-V def2-TZVPD RIJCOSX def2/J DEFGRID3
* xyz 1 8
C -1.6016 -4.2489 2.2761
C -1.1629 -3.4479 1.2232
C -2.1273 -2.7040 0.4634
C -3.5023 -2.8647 0.7660
C -3.8919 -3.6392 1.8658
C -2.9526 -4.3259 2.6210
C -4.5397 -2.2047 -0.0381
C -4.0550 -1.7026 -1.3288
C -2.6672 -1.6389 -1.6096
C -2.2588 -1.4006 -2.9625
C -3.2192 -1.0728 -3.9182
C -4.5734 -0.9869 -3.5869
C -4.9847 -1.3019 -2.2982
H -0.8625 -4.8274 2.8369
H -4.9557 -3.7107 2.1008
H -3.2591 -4.9394 3.4697
H -5.4137 -2.8611 -0.1672
H -2.8894 -0.8857 -4.9441
H -5.2962 -0.6986 -4.3504
H -6.0448 -1.2796 -2.0348
N -1.7403 -1.8271 -0.5651
Gd -0.2984 -0.2032 -0.0174
C 0.3347 -3.3874 0.9398
H 0.5510 -3.3814 -0.1435
H 0.8478 -4.2472 1.3986
C -0.8070 -1.5069 -3.4062
H -0.3309 -2.4255 -3.0211
H -0.7352 -1.4881 -4.5053
P 1.1573 -1.8992 1.6984
P 0.2101 -0.0884 -2.8118
C -0.2260 1.2510 -3.9674
H 0.0727 2.2031 -3.5080
H 0.2995 1.1332 -4.9260
H -1.3108 1.2749 -4.1355
C 1.8895 -0.5673 -3.3283
H 2.1129 -0.1761 -4.3309
H 2.5855 -0.1374 -2.5947
H 1.9954 -1.6609 -3.3183
C 1.0429 -2.2220 3.4819
H 1.9635 -2.7089 3.8313
H 0.9376 -1.2609 4.0010
H 0.1761 -2.8437 3.7385
C 2.9277 -2.1638 1.3879
H 3.4274 -1.1851 1.4203
H 3.3525 -2.8155 2.1658
H 3.0839 -2.6104 0.3966
H -5.1499 -1.2031 0.6925
H -5.4941 -0.6133 1.1987
O 1.6184 0.8130 -0.3622
As 1.7039 2.2399 0.6637
C -0.0425 1.9628 1.5001
C -1.2015 2.1567 0.6976
C -2.3618 1.3959 0.9701
C -2.3962 0.5475 2.0915
C -1.3098 0.5005 2.9764
C -0.1281 1.2032 2.6887
C 3.3951 1.8824 1.5343
C 4.4553 1.3760 0.7727
C 5.6606 1.0460 1.4026
C 5.8102 1.2357 2.7810
C 4.7526 1.7581 3.5336
C 3.5433 2.0947 2.9128
C 1.6462 3.7176 -0.5935
C 1.9920 3.5263 -1.9352
C 1.8829 4.5939 -2.8366
C 1.4579 5.8505 -2.3933
C 1.1507 6.0483 -1.0422
C 1.2521 4.9851 -0.1354
H -1.1902 2.8847 -0.1188
H -3.2499 1.5035 0.3418
H -3.2989 -0.0339 2.2951
H -1.3687 -0.0932 3.8899
H 0.7226 1.1712 3.3735
H 4.3421 1.2468 -0.3052
H 6.4844 0.6446 0.8114
H 6.7537 0.9754 3.2643
H 4.8666 1.9078 4.6076
H 2.7230 2.5341 3.4828
H 2.3423 2.5468 -2.2699
H 2.1366 4.4398 -3.8870
H 1.3717 6.6770 -3.1010
H 0.8329 7.0302 -0.6907
H 1.0332 5.1331 0.9236
*
```

Results
Gap between HOMO and LUMO (spin up / spin down)   0.211 / 0.168 hartree
Total energy   -142798.406 eV
E_LUMO (spin up / spin down)   -2.60 / -3.09 eV

Results of the Löwdin charge analysis, in e, for atoms 1 through 2:
1. C -0.072
2. C -0.228

C50H95F15O25 | ωB97M-V/def2-TZVPD

Geometry as ORCA input:
```
! wB97M-V def2-TZVPD RIJCOSX def2/J DEFGRID3
* xyz 0 1
C 6.1321 5.4477 -3.6026
C 5.0104 5.1907 -2.6317
O 4.4537 4.0212 -3.2430
C 3.5094 3.2508 -2.6506
O 3.0054 3.5635 -1.5445
C 3.1784 1.9343 -3.4076
F 3.8096 1.7303 -4.5608
F 3.5017 0.8864 -2.6142
F 1.8567 1.7609 -3.6988
H 5.8619 5.6164 -4.6450
H 6.7621 4.5667 -3.7250
H 6.6960 6.3066 -3.2387
H 4.3470 6.0274 -2.4128
H 5.3912 4.9141 -1.6486
C -5.0112 -1.1477 1.0273
C -5.0353 -2.2342 -0.1211
O -5.3907 -3.4452 0.4769
C -6.3317 -4.3101 -0.0556
O -6.8666 -4.1081 -1.2012
C -6.6815 -5.5430 0.7374
F -7.9653 -5.4143 1.1779
F -6.4584 -6.6325 0.0598
F -5.9657 -5.5325 1.8251
H -4.3277 -1.3724 1.8461
H -5.9525 -1.1267 1.5765
H -4.7667 -0.1310 0.7198
H -4.0232 -2.2692 -0.5243
H -5.6374 -1.9712 -0.9909
C 2.3564 -2.1496 9.9827
C 1.3192 -3.1670 9.5471
O 0.6802 -2.7837 8.3100
C -0.5500 -3.3012 7.9986
O -1.1306 -4.1960 8.6699
C -1.1050 -2.7365 6.7359
F -1.4610 -3.7589 5.9649
F -2.2410 -1.9828 6.9578
F -0.2242 -2.0115 6.0747
H 3.0412 -2.5168 10.7471
H 1.8760 -1.2347 10.3292
H 2.9371 -1.8156 9.1228
H 0.7304 -3.1947 10.4639
H 1.8364 -4.0994 9.3207
C -0.3180 1.3070 -6.1439
C -0.8422 -0.0678 -5.6026
O -0.4728 -1.0989 -6.5309
C -0.7823 -2.3808 -6.3790
O -1.4946 -2.8328 -5.4814
C -0.1132 -3.3447 -7.3411
F 0.5623 -2.6471 -8.3418
F 0.8626 -4.0234 -6.6326
F -0.9172 -4.2099 -7.8655
H -0.9106 1.5421 -7.0280
H 0.7575 1.3367 -6.3188
H -0.6450 2.1298 -5.5083
H -1.9248 0.0304 -5.5231
H -0.5552 -0.3461 -4.5885
C 2.9430 -1.5839 -5.3979
C 2.7290 -1.8448 -3.8982
O 1.8768 -2.9610 -3.7704
C 2.3932 -4.3017 -3.5957
O 3.5944 -4.5451 -3.5541
C 1.2770 -5.3686 -3.5421
F 1.4505 -6.0944 -2.4468
F 0.1153 -4.7036 -3.5862
F 1.4118 -6.2127 -4.5996
H 3.5004 -0.6512 -5.4839
H 1.9547 -1.3844 -5.8123
H 3.4881 -2.3286 -5.9779
H 2.2383 -0.9955 -3.4227
H 3.7051 -1.9533 -3.4254
C -0.2835 -1.6134 -1.4725
O 0.0555 -0.3276 -1.8962
C 0.6976 0.5313 -0.9069
C -0.1492 0.9623 0.3422
O -0.5060 -0.1520 1.1795
C -1.7260 -0.0597 1.8385
C -1.6632 0.8498 3.0927
O -0.7391 0.3506 4.0325
C -0.4613 1.1658 5.1309
H -0.4332 -2.3137 -2.2942
H -1.1865 -1.5524 -0.8650
H 0.4627 -2.0984 -0.8431
H 1.1214 1.4021 -1.4070
H 1.5608 -0.0498 -0.5824
H -0.9255 1.6332 -0.0255
H 0.3097 1.6211 1.0794
H -1.8659 -1.1069 2.1068
H -2.4563 0.3113 1.1194
H -2.6695 0.9606 3.4966
H -1.4046 1.8034 2.6323
H 0.2797 0.6502 5.7419
H -1.4131 1.3373 5.6336
H -0.1618 2.1745 4.8465
C -5.2819 1.1271 -5.2506
O -4.4607 1.3451 -4.0956
C -4.0010 0.1868 -3.3716
C -2.9464 0.4624 -2.3228
O -3.3237 1.1951 -1.1982
C -3.5925 2.5486 -1.5662
C -3.7439 3.4727 -0.4149
O -2.4720 3.6014 0.1737
C -2.3827 4.3574 1.3592
H -4.8565 0.6218 -6.1176
H -5.7782 2.0436 -5.5697
H -6.0518 0.4414 -4.8968
H -3.5994 -0.5757 -4.0391
H -4.8684 -0.3185 -2.9469
H -1.9772 0.8343 -2.6552
H -2.6797 -0.5168 -1.9251
H -4.4975 2.6020 -2.1714
H -2.7631 2.8430 -2.2092
H -4.5205 3.0249 0.2052
H -3.9404 4.5101 -0.6857
H -1.3179 4.5663 1.4622
H -2.8211 3.8601 2.2244
H -2.8805 5.3177 1.2244
C 0.9391 -6.1403 2.9813
O 0.3501 -5.4344 1.9617
C -0.9812 -5.0504 2.3267
C -1.6354 -4.2679 1.2089
O -1.9213 -5.1996 0.1706
C -2.2304 -4.6144 -1.1398
C -2.7491 -5.6261 -2.1252
O -4.0448 -6.0976 -1.7050
C -4.7907 -6.6310 -2.8062
H 1.1893 -5.5470 3.8609
H 1.8243 -6.5386 2.4854
H 0.3677 -7.0349 3.2288
H -0.9939 -4.4697 3.2491
H -1.5361 -5.9842 2.4171
H -0.8909 -3.5284 0.9140
H -2.5582 -3.7157 1.3863
H -1.2851 -4.1881 -1.4753
H -2.9868 -3.8728 -0.8832
H -2.1050 -6.5044 -2.1662
H -2.7516 -5.0304 -3.0380
H -5.0074 -5.9405 -3.6213
H -5.7543 -7.0701 -2.5478
H -4.2173 -7.4238 -3.2865
C 3.5447 1.9325 2.2463
O 4.2090 1.0949 3.1789
C 3.4069 0.2268 3.9655
C 2.4400 -0.6796 3.2710
O 3.0640 -1.6875 2.3619
C 2.1310 -2.5356 1.7216
C 2.8706 -3.3798 0.6174
O 3.2529 -2.6598 -0.4857
C 4.1643 -1.6207 -0.2310
H 3.5348 1.5470 1.2268
H 4.0641 2.8905 2.2688
H 2.4788 2.0637 2.4326
H 2.7500 0.7843 4.6331
H 4.1279 -0.2597 4.6225
H 1.8548 0.0111 2.6639
H 1.9254 -1.2124 4.0707
H 1.3219 -2.0533 1.1732
H 1.6456 -3.1922 2.4436
H 2.1660 -4.1696 0.3571
H 3.7849 -3.8646 0.9596
H 4.5381 -1.3327 -1.2135
H 5.0058 -1.9495 0.3789
H 3.6786 -0.7325 0.1731
C 1.8031 11.2941 1.5673
O 1.9524 10.1318 0.7075
C 3.3216 9.8543 0.3882
C 3.5567 8.5175 -0.4323
O 3.3137 7.2392 0.1852
C 2.2549 7.1213 1.1293
C 2.0192 5.6985 1.6360
O 1.1050 5.6868 2.7055
C 1.2756 4.6083 3.6712
H 0.7678 11.6347 1.5788
H 2.4163 12.1487 1.2811
H 2.1854 11.1574 2.5789
H 3.9100 9.7881 1.3034
H 3.6258 10.6981 -0.2311
H 4.5158 8.4425 -0.9446
H 2.8266 8.5981 -1.2377
H 1.3083 7.3952 0.6635
H 2.4321 7.7091 2.0300
H 2.9986 5.3735 1.9871
H 1.6150 5.0801 0.8346
H 0.5907 4.7729 4.5031
H 2.2488 4.5327 4.1562
H 1.0296 3.6794 3.1567
*
```

Results
Gap between HOMO and LUMO   0.344 hartree
ΔE to the lowest compared entry with this formula, charge and spin   3.761 eV
Total energy   -145328.775 eV
E_LUMO   0.31 eV

Results of the Löwdin charge analysis, in e, for atoms 1 through 2:
1. C -0.068
2. C -0.193

C22H25MoO4 | ωB97M-V/def2-TZVPD

Geometry as ORCA input:
```
! wB97M-V def2-TZVPD RIJCOSX def2/J DEFGRID3
* xyz -1 3
Mo 0.1149 0.8630 0.0340
C 2.2983 0.6921 1.2392
C 2.3996 -0.3203 0.2364
C 2.2830 0.2983 -1.0494
H 2.6253 -1.3727 0.4129
C 2.1240 1.7235 -0.8503
C 2.1072 1.9653 0.5846
H 2.0725 2.9336 1.0803
H 2.4784 0.5575 2.3111
H 2.4186 -0.1918 -2.0093
H 2.1043 2.4829 -1.6285
C -1.7605 0.1885 0.9119
C -1.4683 1.5307 1.3561
C -1.4372 2.3688 0.1975
H -1.3630 1.8496 2.3998
C -1.7123 1.5709 -0.9515
C -1.8961 0.2106 -0.5136
H -2.1934 -0.6336 -1.1327
H -1.9338 -0.6778 1.5489
H -1.3169 3.4761 0.1926
H -1.8561 1.9438 -1.9778
O 0.2582 -2.0254 -0.9573
C -0.3953 -0.6878 -4.7082
C 0.2589 -1.9193 -4.2657
C 0.4039 0.4642 -4.2759
C -1.7706 -0.6754 -4.2344
C 0.4361 -2.3196 -2.2197
H 1.2485 -2.0661 -4.5505
H -0.1788 -2.8070 -4.5688
H -0.1222 -3.2689 -2.3942
H 1.5270 -2.4937 -2.3918
H 0.4748 1.0749 -5.1871
H 1.4227 0.3130 -3.9252
H 0.0195 1.1536 -3.4976
H -2.3368 -0.4228 -5.1420
H -2.1100 0.0500 -3.4735
H -2.2128 -1.5903 -3.8491
O 0.1579 0.5472 4.5802
C -0.3298 -0.3647 5.3393
C -0.6651 -0.1347 6.7138
C -1.1656 -1.1178 7.5117
C -1.3934 -2.4131 7.0197
C -1.0807 -2.6976 5.6786
C -0.5657 -1.7281 4.8412
C -0.2755 -2.0720 3.4124
O -0.7600 -3.0192 2.8642
O 0.5625 -1.2079 2.8031
H 0.6095 -0.3851 3.4132
H -0.4796 0.8978 7.0947
H -1.4058 -0.8974 8.5668
H -1.8017 -3.1977 7.6525
H -1.2396 -3.6934 5.2600
*
```

Results
Gap between HOMO and LUMO (spin up / spin down)   0.174 / 0.182 hartree
Total energy   -33259.891 eV
E_LUMO (spin up / spin down)   0.93 / 1.17 eV

Results of the natural (NBO) charge analysis, in e, for atoms 1 through 2:
1. Mo 0.669
2. C -0.282

Question: Among the records above, which one has the highest total energy?
Answer: C22H25MoO4

Question: Which value of total energy does entry 3 give?
Answer: -33259.891 eV

Question: What is the formula in the third record?
Answer: C22H25MoO4

Question: total energy of number 2 (C50H95F15O25)?
Answer: -145328.775 eV